DFT (ωB97M-V/def2-TZVPD) results for 3 unconnected molecules or ions with the total composition C23H50BN5O8S2 at a distorted geometry.

Structure (ORCA input):
```
! RIJCOSX wB97M-V def2-TZVPD def2/J DEFGRID3
* xyz 0 1
C 4.08 0.42 0.43
N 3.87 -0.78 -0.40
C 4.87 -0.95 -1.47
B 2.49 -0.97 -0.80
O 1.67 -1.75 0.00
N 1.85 -0.45 -2.03
C 1.60 -1.47 -3.07
C 1.11 -0.94 -4.41
C -0.12 -0.01 -4.38
S -1.20 -0.27 -2.94
C -2.31 1.14 -2.88
S -3.89 0.81 -2.87
N -1.86 2.47 -2.68
C -1.11 3.06 -3.78
C -1.14 4.59 -3.58
O -1.38 4.90 -2.23
C -0.57 4.07 -1.43
C -1.14 2.65 -1.42
C 2.35 0.78 -2.47
O 1.99 1.84 -1.95
O 3.27 0.77 -3.46
C 3.13 1.86 -4.38
C 4.02 3.04 -4.02
C 4.15 4.07 -5.16
C 3.12 3.89 -6.24
O 1.95 4.22 -6.13
O 3.61 3.34 -7.42
H 3.54 1.30 0.09
H 5.13 0.63 0.54
H 3.72 0.21 1.44
H 4.45 -0.93 -2.47
H 5.58 -0.13 -1.44
H 5.44 -1.85 -1.30
H 1.00 -1.17 0.38
H 0.82 -2.12 -2.67
H 2.45 -2.12 -3.26
H 0.85 -1.81 -5.00
H 1.92 -0.46 -4.94
H -0.72 -0.22 -5.26
H 0.21 1.01 -4.49
H -1.47 2.75 -4.75
H -0.06 2.77 -3.70
H -1.94 5.01 -4.18
H -0.18 5.00 -3.90
H 0.44 4.08 -1.85
H -0.52 4.49 -0.43
H -0.33 1.93 -1.31
H -1.82 2.56 -0.59
H 2.10 2.20 -4.38
H 3.37 1.47 -5.36
H 3.54 3.54 -3.19
H 4.98 2.67 -3.68
H 4.00 5.07 -4.76
H 5.14 4.06 -5.61
H 3.25 2.46 -7.52
C -0.70 -4.29 5.51
O 0.28 -4.59 4.54
C -0.20 -4.62 3.20
C -0.33 -3.25 2.54
C -1.54 -2.46 3.02
N 0.88 -2.43 2.70
H -1.68 -4.70 5.25
H -0.79 -3.21 5.67
H -0.38 -4.74 6.45
H 0.55 -5.20 2.65
H -1.14 -5.18 3.15
H -0.46 -3.43 1.47
H -1.37 -2.01 4.00
H -1.76 -1.64 2.33
H -2.43 -3.09 3.08
H 1.66 -2.91 2.27
H 1.10 -2.42 3.69
C -4.84 -3.17 5.17
O -3.71 -2.43 5.58
C -3.82 -1.03 5.40
C -4.61 -0.30 6.50
C -6.12 -0.48 6.40
N -4.16 -0.67 7.84
H -5.32 -2.73 4.29
H -5.57 -3.27 5.98
H -4.49 -4.18 4.91
H -2.80 -0.65 5.41
H -4.23 -0.80 4.40
H -4.40 0.77 6.37
H -6.44 -1.45 6.78
H -6.62 0.28 7.01
H -6.47 -0.38 5.38
H -3.18 -0.44 7.95
H -4.19 -1.69 7.90
*
```

## Properties
**SMILES**: CN(C)B(O)N(CCCSC(=S)N1CCOCC1)C(=O)OCCCC(=O)O.COC[C@@H](C)N.COC[C@@H](C)N
**Max |F|**: 2.277 eV/A
**Electronic energy**: -70838.23554 eV
**Highest occupied orbital energy**: -8.10 eV
**Frontier orbital gap**: 7.849 eV

---

DFT (ωB97M-V/def2-TZVPD) results for 4 unconnected molecules or ions with the total composition C23H50BrN3O3 at a distorted geometry.

Structure (ORCA input):
```
! RIJCOSX wB97M-V def2-TZVPD def2/J DEFGRID3
* xyz 2 1
C -5.75 1.96 -2.86
C -5.34 1.44 -1.49
C -6.59 1.32 -0.57
C -6.54 0.59 0.79
C -5.92 -0.81 0.46
C -4.50 -0.65 -0.18
N -4.63 0.12 -1.48
O -3.72 -0.01 -2.35
C -3.99 -2.05 -0.57
C -3.56 0.04 0.75
C -4.52 2.60 -0.84
H -6.39 1.26 -3.40
H -4.88 2.07 -3.51
H -6.34 2.86 -2.70
H -7.34 0.74 -1.11
H -7.03 2.30 -0.37
H -7.55 0.36 1.15
H -6.00 1.13 1.57
H -6.56 -1.40 -0.20
H -5.71 -1.44 1.33
H -2.97 -2.02 -0.95
H -4.61 -2.66 -1.22
H -3.91 -2.60 0.37
H -3.75 1.06 1.07
H -2.50 0.08 0.48
H -3.47 -0.47 1.71
H -4.38 2.62 0.24
H -4.92 3.60 -1.01
H -3.51 2.60 -1.26
C 3.43 2.49 1.79
C 4.22 1.32 2.48
C 3.79 1.21 3.93
C 4.44 0.04 4.61
C 3.93 -1.30 4.01
C 4.32 -1.40 2.51
N 4.04 -0.03 1.80
O 4.25 -0.01 0.54
C 3.34 -2.37 1.82
C 5.77 -1.89 2.13
C 5.77 1.64 2.39
H 2.38 2.52 2.07
H 3.40 2.45 0.70
H 3.87 3.44 2.09
H 2.70 1.12 3.93
H 4.16 2.09 4.44
H 4.17 -0.01 5.67
H 5.52 0.09 4.74
H 2.84 -1.35 3.98
H 4.24 -2.11 4.68
H 3.32 -3.37 2.27
H 3.50 -2.36 0.74
H 2.34 -2.05 2.12
H 6.09 -2.80 2.64
H 6.33 -1.03 2.51
H 6.05 -1.84 1.08
H 6.49 1.12 3.02
H 6.01 2.68 2.62
H 6.01 1.66 1.32
C -0.59 -0.32 -1.86
N 0.70 -0.66 -2.55
C 1.61 0.60 -2.46
C 1.35 -1.76 -1.73
C 0.33 -1.09 -3.98
C 1.43 -0.87 -5.09
O 2.66 -1.24 -4.57
H -0.48 -0.50 -0.79
H -1.40 -0.97 -2.19
H -0.86 0.73 -1.95
H 2.61 0.31 -2.77
H 1.66 0.90 -1.42
H 1.22 1.41 -3.08
H 0.74 -2.65 -1.85
H 1.43 -1.37 -0.72
H 2.33 -1.89 -2.21
H -0.52 -0.50 -4.32
H 0.09 -2.15 -4.06
H 1.41 0.17 -5.41
H 1.17 -1.55 -5.91
H 3.06 -1.75 -5.29
Br 0.18 0.60 1.71
*
```

## Properties
**Max |F|**: 6.761 eV/A
**Electronic energy**: -105296.27856 eV
**Highest occupied orbital energy**: -12.42 eV
**Frontier orbital gap**: 3.909 eV

---

DFT (ωB97M-V/def2-TZVPD) results for a molecular structure, C23H51B4F12N7OSn at a distorted geometry.

Structure (ORCA input):
```
! RIJCOSX wB97M-V def2-TZVPD def2/J DEFGRID3
* xyz 2 1
Sn 1.93 5.31 3.04
B -0.04 2.82 0.32
H -0.18 2.06 -0.43
H -0.91 3.07 0.91
H 0.67 2.49 1.06
H 0.34 3.72 -0.13
C 0.83 -1.59 -3.46
C 1.49 -2.71 -4.29
N 0.85 -3.99 -4.11
C 1.44 -5.02 -3.38
C 0.64 -6.14 -3.53
N -0.45 -5.75 -4.42
C -0.30 -4.42 -4.74
C -1.38 -6.68 -4.98
H 0.52 -1.79 -2.43
H -0.20 -1.41 -3.77
H 1.32 -0.62 -3.41
H 2.51 -2.88 -3.96
H 1.50 -2.47 -5.35
H 2.34 -4.94 -2.79
H 0.65 -7.16 -3.17
H -0.91 -3.79 -5.37
H -1.96 -6.24 -5.79
H -1.99 -7.11 -4.18
H -0.88 -7.55 -5.42
C 6.12 -6.55 3.25
C 4.68 -5.98 3.18
N 4.60 -4.61 2.63
C 3.68 -3.57 2.91
C 4.05 -2.38 2.25
N 5.26 -2.65 1.69
C 5.61 -3.97 1.89
C 6.03 -1.65 0.98
H 6.70 -5.84 3.83
H 6.62 -6.67 2.29
H 6.21 -7.56 3.66
H 4.20 -6.00 4.16
H 4.06 -6.60 2.53
H 2.82 -3.76 3.53
H 3.73 -1.35 2.18
H 6.47 -4.47 1.48
H 6.67 -2.04 0.19
H 6.56 -0.94 1.61
H 5.32 -1.00 0.47
C -1.00 -1.59 7.05
C -2.46 -1.52 6.45
N -2.56 -1.66 5.00
C -2.47 -0.59 4.10
C -2.42 -1.11 2.78
N -2.74 -2.48 2.88
C -2.79 -2.74 4.24
C -2.91 -3.38 1.73
H -0.35 -2.35 6.62
H -0.98 -1.50 8.13
H -0.59 -0.65 6.65
H -2.84 -0.52 6.65
H -3.21 -2.22 6.81
H -2.35 0.40 4.52
H -2.24 -0.64 1.83
H -2.95 -3.68 4.76
H -2.58 -4.32 2.18
H -2.25 -3.09 0.91
H -3.96 -3.33 1.48
C -4.28 5.20 -7.16
N -3.80 4.52 -5.93
C -4.95 3.77 -5.24
C -2.76 3.46 -6.44
C -3.14 5.57 -4.92
C -2.17 5.10 -3.80
O -2.90 4.52 -2.71
H -3.43 5.64 -7.69
H -5.00 6.00 -7.00
H -4.79 4.40 -7.71
H -5.58 4.62 -4.98
H -4.56 3.26 -4.36
H -5.48 3.02 -5.82
H -1.84 3.95 -6.76
H -3.29 2.88 -7.20
H -2.52 2.87 -5.56
H -3.94 6.24 -4.59
H -2.47 6.09 -5.60
H -1.65 5.99 -3.46
H -1.46 4.43 -4.27
H -2.24 3.95 -2.32
B -2.70 5.38 5.15
F -1.47 4.98 5.46
F -2.56 6.60 4.34
F -3.24 4.39 4.55
F -3.41 5.58 6.30
B 1.29 8.82 -0.30
F 1.52 7.57 -0.64
F 2.07 9.09 0.83
F 1.73 9.78 -1.25
F -0.09 9.06 -0.02
B 3.12 2.08 6.69
F 3.89 3.18 6.54
F 2.16 2.48 7.53
F 2.49 1.88 5.47
F 3.92 1.00 7.10
*
```

## Properties
**Max |F|**: 6.126 eV/A
**Electronic energy**: -78291.11149 eV
**Highest occupied orbital energy**: -11.79 eV
**Frontier orbital gap**: 4.220 eV